[1]
12
Properties=species:S:1:pos:R:3 method="wB97M-V/def2-TZVPD" lumo_ev=4.0461 total_charge=-1 largest_force_ev_per_a=4.15 total_energy_ev=-8793.0944 orbital_gap_ev=6.80 molar_mass_g_mol=88.09 relative_energy_ev=2.122
O -0.294 -0.007 -1.778
C -0.547 0.450 -0.683
N -0.084 0.105 0.536
C 0.908 -1.221 0.660
O 1.720 -1.168 1.662
C -1.543 1.661 -0.475
H -0.085 0.819 1.244
H 1.515 -1.131 -0.302
H 0.156 -1.984 0.693
H -1.910 1.592 0.506
H -1.198 2.623 -0.633
H -2.210 1.399 -1.340

---

[2]
12
Properties=species:S:1:pos:R:3 method="wB97M-V/def2-TZVPD" lumo_ev=3.9317 total_charge=-1 largest_force_ev_per_a=0.70 total_energy_ev=-8793.6358 orbital_gap_ev=7.41 molar_mass_g_mol=88.09 relative_energy_ev=1.581
O 0.821 -0.626 -2.493
C 0.329 -0.402 -1.355
N -0.260 0.706 -0.950
C -0.710 0.725 1.988
O -0.532 1.346 3.010
C 0.371 -1.579 -0.374
H -0.265 1.329 -1.755
H -1.548 0.849 1.286
H 0.004 -0.042 1.687
H -0.577 -1.723 0.143
H 1.194 -1.453 0.330
H 0.556 -2.462 -0.972

---

[3]
12
Properties=species:S:1:pos:R:3 method="wB97M-V/def2-TZVPD" lumo_ev=4.0699 total_charge=-1 largest_force_ev_per_a=1.16 total_energy_ev=-8795.0840 orbital_gap_ev=7.82 molar_mass_g_mol=88.09 relative_energy_ev=0.133
C 0.357 -0.494 -0.257
N 0.071 0.888 0.013
C -0.587 1.750 -0.926
O -0.920 1.230 -2.010
O -0.663 2.957 -0.580
C 0.071 -1.401 0.938
H -0.194 -0.735 -1.153
H 1.407 -0.635 -0.502
H 0.517 1.325 0.806
H -0.235 -2.405 0.594
H -0.768 -0.979 1.501
H 0.945 -1.501 1.576